Entry from OMol25: a structure of composition IO4S2 (ωB97M-V with the def2-TZVPD basis set).

Geometry (Å):
O: -0.30640 1.26515 0.03201
O: 0.47699 -0.68034 1.17853
O: 0.50938 -0.59624 -1.26725
O: 2.33148 0.34014 -0.06997
S: -1.78291 0.83206 0.62478
S: 0.84021 0.00213 -0.01102
I: -2.06874 -1.16289 -0.48709

The HOMO energy comes out at -4.8 eV. The gap between HOMO and LUMO comes out at 7.633 eV. The multiplicity is 1. The net charge is -1. The relative energy (zero: lowest compared OMol25 entry of this formula, charge and spin) comes out at 47.9 kJ/mol. As for the largest force on an atom: 5.5 eV/A.

Entry from OMol25: an isolated molecule of C13H30O3Si (ωB97M-V with the def2-TZVPD basis set).

Geometry (Å):
C: 0.93582 -2.49838 -2.19231
C: 0.73661 -1.01072 -2.44821
C: 0.56572 -0.79548 -3.94204
C: -0.54166 -0.50275 -1.76774
Si: -0.24262 -0.09750 0.02074
O: 1.02833 -0.94093 0.71207
C: 1.03819 -0.91277 2.12178
C: 0.01716 -1.87413 2.76518
C: 2.43993 -1.09591 2.69353
O: -1.64952 -0.48938 0.78633
C: -2.78438 0.39875 0.81808
C: -4.10922 -0.41878 0.73580
C: -2.76876 1.34062 1.99623
O: 0.10018 1.53476 0.21373
C: 1.12918 2.04457 -0.63517
C: 2.51063 1.70957 -0.12873
C: 0.99667 3.58731 -0.81529
H: 1.02501 -2.69749 -1.12082
H: 1.85184 -2.84040 -2.63957
H: 0.11116 -3.06236 -2.62310
H: 1.57087 -0.40368 -2.05713
H: 1.34932 -1.29593 -4.50871
H: 0.59563 0.27268 -4.19066
H: -0.42583 -1.22961 -4.25759
H: -1.28916 -1.30367 -1.81858
H: -0.96003 0.37837 -2.22943
H: 0.71227 0.10306 2.39688
H: 0.38031 -2.89035 2.55671
H: -0.03667 -1.80870 3.83975
H: -0.98833 -1.69798 2.41040
H: 2.84815 -2.06008 2.37876
H: 3.17213 -0.37000 2.36653
H: 2.43575 -1.13390 3.78757
H: -2.68239 1.00299 -0.12510
H: -4.17285 -0.98490 -0.20740
H: -4.96260 0.24356 0.78185
H: -4.13740 -1.19198 1.49382
H: -2.98972 0.79734 2.93771
H: -1.81879 1.82550 2.14532
H: -3.49156 2.13379 1.89624
H: 1.04148 1.65391 -1.66232
H: 3.30165 2.04903 -0.77169
H: 2.65451 2.13569 0.86324
H: 2.66176 0.63376 -0.03172
H: 0.03857 3.75939 -1.31773
H: 1.81173 3.94416 -1.40754
H: 0.99091 4.05893 0.18036

The HOMO energy comes out at -9.8 eV. The gap between HOMO and LUMO comes out at 10.651 eV. The multiplicity is 1. Its structure (SMILES) is CC(C)C[Si](OC(C)C)(OC(C)C)OC(C)C. The relative energy (zero: lowest compared OMol25 entry of this formula, charge and spin) comes out at 0.0 kJ/mol. As for the largest force on an atom: 2.2 eV/A.

Entry from OMol25: a cluster of 7 separate species, C31H73N3O7 in total (ωB97M-V with the def2-TZVPD basis set).

Geometry (Å):
C: -5.73504 2.72635 0.88886
C: -5.10329 2.48532 -0.50930
C: -4.04107 1.45931 -0.49055
C: -6.14595 2.08294 -1.49591
C: -5.64000 2.08201 -2.93338
C: -5.20995 3.54563 -3.20645
C: -4.21684 4.11362 -2.27345
C: -2.84933 3.58012 -2.68288
C: -4.03394 5.63593 -2.48557
N: -4.62953 3.81227 -0.91744
O: -3.65579 4.26127 -0.02326
H: -6.14407 3.74290 0.97535
H: -6.56538 1.99990 1.00656
H: -4.99137 2.61608 1.68992
H: -3.24721 1.65878 0.22168
H: -4.48058 0.54652 -0.06992
H: -3.66224 1.13879 -1.42455
H: -6.41938 1.04830 -1.37294
H: -7.05650 2.73215 -1.52307
H: -4.85846 1.35730 -3.01009
H: -6.53736 1.81652 -3.57282
H: -6.15900 4.19535 -3.23454
H: -4.79586 3.55304 -4.23557
H: -2.22184 3.76520 -1.83413
H: -2.47840 4.18073 -3.52545
H: -2.84949 2.51454 -2.93340
H: -4.89420 6.18592 -2.03800
H: -4.05544 5.84648 -3.54163
H: -3.12324 5.96526 -2.02259
H: -2.90088 3.67211 -0.24147
C: 0.57474 -3.08789 4.94893
C: 2.14274 -3.06926 4.92061
C: 2.58542 -2.96671 6.39896
C: 2.62541 -4.38854 4.31217
C: 4.05336 -4.46251 3.88198
C: 4.43540 -3.25337 3.03846
C: 4.04195 -1.95829 3.61782
C: 4.96515 -1.58476 4.83025
C: 4.22359 -0.86776 2.51066
N: 2.62936 -1.96806 3.90887
O: 2.24911 -0.72010 4.48355
H: 0.27092 -3.90232 5.58997
H: 0.16189 -2.16722 5.45492
H: 0.08438 -3.28356 4.01253
H: 1.68889 -3.03707 7.00944
H: 3.27647 -3.68733 6.71113
H: 3.10057 -1.98599 6.55903
H: 2.48886 -5.12776 5.12823
H: 2.02847 -4.63054 3.48934
H: 4.63282 -4.52313 4.76963
H: 4.26546 -5.41176 3.33953
H: 3.93522 -3.30251 2.09928
H: 5.49081 -3.29314 2.74119
H: 4.90242 -0.54769 5.11074
H: 6.03065 -1.66739 4.47073
H: 4.84167 -2.18727 5.69057
H: 5.21324 -0.92514 2.12042
H: 4.07499 0.13944 2.91092
H: 3.50549 -1.08425 1.73144
H: 2.61696 -0.75984 5.41545
C: -1.55925 -1.89008 -3.79898
C: -0.56801 -0.78968 -4.13508
C: 0.09343 -1.16832 -5.40897
C: -1.27994 0.61578 -4.24656
C: -0.21664 1.68756 -4.52131
C: 0.82499 1.69887 -3.38664
C: 1.41235 0.33466 -3.05117
C: 2.54164 0.10460 -4.06024
C: 2.04523 0.33878 -1.59420
N: 0.31904 -0.66400 -3.00513
O: 0.85202 -1.96292 -2.76155
H: -1.71617 -1.99868 -2.73611
H: -2.58349 -1.78999 -4.19087
H: -1.17303 -2.86306 -4.03104
H: 0.85493 -0.48358 -5.75779
H: 0.52375 -2.14938 -5.24472
H: -0.61171 -1.45670 -6.22805
H: -2.10813 0.55614 -4.93519
H: -1.82487 0.75566 -3.28308
H: 0.20726 1.33070 -5.45059
H: -0.67048 2.66804 -4.69727
H: 0.39119 2.21469 -2.54949
H: 1.65031 2.35040 -3.60729
H: 2.40948 0.57321 -5.03130
H: 2.82062 -0.92000 -4.24444
H: 3.45619 0.57228 -3.70650
H: 1.21761 0.47686 -0.90765
H: 2.65407 1.25215 -1.50639
H: 2.55485 -0.58848 -1.39070
H: 0.35700 -2.25084 -1.98130
C: -0.08749 3.52642 0.19571
O: -0.59828 2.25650 0.25166
H: -0.28637 4.10815 1.09560
H: 0.96664 3.54706 -0.05525
H: -0.56284 4.11859 -0.64315
H: -0.05930 1.75311 0.87683
C: 2.93249 -5.09565 -0.24293
O: 1.96203 -5.28136 0.81515
H: 3.95712 -4.99621 0.09917
H: 2.85808 -5.92596 -0.87063
H: 2.63581 -4.28738 -0.92552
H: 1.45995 -4.39631 0.95892
C: 0.14427 -2.08556 0.99251
O: 1.48717 -2.43730 1.08343
H: -0.11064 -1.37315 1.83137
H: -0.16197 -1.58687 0.02837
H: -0.44417 -2.93945 1.17784
H: 1.70163 -2.42490 2.04417
C: 1.86638 2.42299 3.05199
O: 1.19012 1.22953 2.71466
H: 2.53946 2.68312 2.19976
H: 1.13235 3.18942 3.18705
H: 2.51705 2.28523 3.94526
H: 1.65153 0.54640 3.24682

The HOMO energy comes out at -8.2 eV. The gap between HOMO and LUMO comes out at 8.559 eV. The multiplicity is 1. Its structure (SMILES) is CC1(C)CCCC(C)(C)N1O.CC1(C)CCCC(C)(C)N1O.CC1(C)CCCC(C)(C)N1O.CO.CO.CO.CO. The relative energy (zero: lowest compared OMol25 entry of this formula, charge and spin) comes out at 163.8 kJ/mol. As for the largest force on an atom: 3.3 eV/A.

Entry from OMol25: a cluster of 2 separate species, C2H2N2O3 in total (ωB97M-V with the def2-TZVPD basis set).

Geometry (Å):
C: 2.02888 -0.38984 -0.37949
C: -1.11871 -0.79140 0.07595
N: -2.16624 -0.21914 -0.10958
N: -3.33172 -0.46298 -0.43966
O: -4.38952 0.05970 0.14282
O: 2.16842 0.85471 -0.23825
O: 2.59192 -1.35639 0.22795
H: -0.14637 -0.45773 -0.08886
H: 1.49736 -0.57624 -1.36720

The HOMO energy (alpha / beta) comes out at 1.1 / 1.1 eV. The gap between HOMO and LUMO (alpha / beta) comes out at 5.921 / 5.922 eV. The multiplicity is 1. The net charge is -2. The relative energy (zero: lowest compared OMol25 entry of this formula, charge and spin) comes out at 254.1 kJ/mol. As for the largest force on an atom: 3.7 eV/A.